Computed, not measured: a cluster of 12 separate species, C19H62N8O12 in total at a distorted geometry, with wB97M-V/def2-TZVPD.

The geometry in XYZ format:
```
101
Properties=species:S:1:pos:R:3:lowdin_charge:R:1
N -3.48 -2.62 -0.98 0.16
C -3.24 -3.86 -0.68 -0.70
N -3.75 -4.72 -1.52 0.14
O -2.47 -4.24 0.35 -0.10
H -2.85 -2.04 -0.32 0.08
H -3.78 -2.20 -1.86 0.08
H -3.41 -5.72 -1.43 0.15
H -3.85 -4.46 -2.48 0.08
N 0.36 -0.68 1.32 0.21
C -0.22 -0.75 0.14 -0.53
N 0.60 -0.58 -0.87 0.19
O -1.58 -0.88 -0.05 -0.09
H -0.20 -0.96 2.09 0.08
H 1.35 -0.88 1.37 0.08
H 0.25 -0.81 -1.81 0.09
H 1.62 -0.64 -0.79 0.07
N -1.12 3.15 5.08 0.14
C -0.86 1.85 5.31 -0.65
N -1.49 1.07 4.49 0.18
O -0.18 1.39 6.36 -0.09
H -0.75 3.83 5.77 0.13
H -1.45 3.59 4.21 0.11
H -1.14 0.11 4.48 0.07
H -1.76 1.41 3.58 0.12
N 3.37 -2.53 0.96 0.16
C 3.10 -2.32 -0.28 -0.66
N 3.47 -1.10 -0.62 0.12
O 2.53 -3.18 -1.17 -0.09
H 3.00 -3.44 1.34 0.16
H 4.03 -2.01 1.58 0.15
H 3.63 -0.99 -1.66 0.13
H 3.89 -0.50 0.11 0.09
C 1.87 -0.79 4.05 -0.08
C 0.83 -1.38 4.98 -0.31
O -0.34 -1.64 4.25 -0.09
H 2.07 -1.50 3.23 0.05
H 2.75 -0.56 4.58 0.07
H 1.53 0.11 3.51 0.07
H 0.73 -0.75 5.89 0.11
H 1.21 -2.32 5.37 0.11
H -1.01 -1.96 4.84 0.09
C 2.84 0.78 -3.04 -0.06
C 3.38 1.14 -4.44 -0.28
O 2.38 1.07 -5.43 -0.05
H 1.98 1.42 -2.81 0.07
H 3.56 0.85 -2.26 0.04
H 2.41 -0.20 -3.06 0.05
H 4.03 0.35 -4.75 0.11
H 3.80 2.08 -4.37 0.09
H 2.74 1.26 -6.26 0.05
C -1.59 3.55 -2.90 -0.08
C -0.64 2.42 -2.60 -0.31
O -1.24 1.74 -1.48 -0.07
H -2.51 3.16 -3.33 0.07
H -1.25 4.22 -3.66 0.06
H -1.92 4.10 -2.02 0.08
H 0.21 2.97 -2.26 0.08
H -0.26 1.86 -3.50 0.13
H -0.75 0.97 -1.44 -0.02
C 5.83 1.54 0.73 -0.05
C 4.35 2.07 0.59 -0.33
O 3.43 1.23 1.18 -0.11
H 5.91 0.56 0.28 0.05
H 6.12 1.42 1.80 0.08
H 6.50 2.29 0.31 0.07
H 4.06 2.19 -0.46 0.10
H 4.23 3.08 1.02 0.11
H 2.58 1.61 1.02 0.02
C -3.53 -1.58 2.28 -0.09
C -4.69 -1.81 3.27 -0.30
O -5.14 -0.59 3.82 -0.10
H -2.93 -2.44 2.05 0.05
H -2.78 -0.91 2.63 0.02
H -3.78 -1.20 1.30 0.06
H -4.39 -2.47 4.10 0.10
H -5.42 -2.42 2.72 0.12
H -4.56 -0.19 4.51 0.10
C -2.80 0.17 -3.40 -0.08
C -3.44 -0.85 -4.37 -0.24
O -4.30 -1.60 -3.51 -0.11
H -3.50 0.79 -2.85 0.09
H -2.14 0.85 -3.92 0.05
H -2.20 -0.33 -2.62 0.06
H -2.62 -1.42 -4.85 0.11
H -4.18 -0.43 -5.11 0.12
H -4.39 -2.46 -3.85 0.05
C 0.85 4.47 0.70 -0.09
C 0.27 3.20 0.83 -0.32
O 1.11 2.21 0.26 -0.07
H 0.44 5.33 1.03 0.06
H 1.06 4.71 -0.30 0.08
H 1.86 4.47 1.13 0.09
H -0.66 3.24 0.29 0.11
H 0.03 2.95 1.86 0.12
H 0.65 1.39 0.37 0.04
C -0.54 -2.90 -2.75 -0.17
O -0.01 -1.80 -3.36 -0.12
H 0.09 -3.62 -2.28 0.08
H -1.20 -3.48 -3.39 0.08
H -1.16 -2.55 -1.99 0.04
H 0.56 -2.02 -4.13 0.12
```

Output
HOMO energy = -0.311 hartree
LUMO energy = 0.010 Ha
SMILES = NC(N)=O.NC(N)=O.NC(N)=O.NC(N)=O.CCO.CCO.CCO.CCO.CCO.CCO.CCO.CO
DFT total energy = -57196.7224 eV
Spin multiplicity = 1
Relative energy (zero: lowest compared OMol25 entry of this formula, charge and spin) = 461.61 kJ/mol
Kohn-Sham gap = 8.729 eV

***

Computed, not measured: a cluster of 14 separate species, C19H66N2O14 in total at a distorted geometry, with wB97M-V/def2-TZVPD.

The geometry in XYZ format:
```
101
Properties=species:S:1:pos:R:3:lowdin_charge:R:1
C -4.28 3.82 -2.67 -0.07
C -3.74 2.42 -2.57 -0.33
O -3.19 2.08 -1.34 -0.08
H -3.63 4.64 -2.30 0.09
H -5.05 3.82 -1.90 0.07
H -4.81 4.10 -3.61 0.10
H -2.92 2.43 -3.29 0.11
H -4.41 1.57 -2.76 0.10
H -2.53 2.70 -1.09 0.07
C -0.27 -1.08 -0.24 -0.05
C -0.08 0.40 0.10 -0.30
O 1.18 0.71 0.51 -0.08
H -0.37 -1.87 0.49 0.05
H 0.60 -1.40 -0.78 0.07
H -1.16 -1.23 -0.77 0.04
H -0.84 0.72 0.82 0.11
H -0.19 1.03 -0.80 0.10
H 1.15 1.65 0.74 0.06
C 0.16 4.58 3.25 -0.08
C 0.16 3.28 2.58 -0.36
O 0.77 3.44 1.32 -0.12
H -0.47 5.33 2.67 0.11
H 1.19 5.03 3.51 0.11
H -0.25 4.39 4.16 0.04
H -0.80 2.78 2.56 0.11
H 0.87 2.57 3.03 0.11
H 0.00 3.69 0.67 0.15
C 2.63 -2.24 3.70 -0.06
C 2.72 -1.12 2.69 -0.30
O 2.33 -1.60 1.44 -0.08
H 1.54 -2.48 3.87 0.08
H 3.10 -1.96 4.58 0.05
H 3.17 -3.13 3.33 0.09
H 3.76 -0.84 2.76 0.11
H 2.16 -0.25 2.96 0.08
H 1.75 -0.93 1.07 0.03
C 3.73 -0.26 -1.88 -0.06
C 3.71 1.23 -1.67 -0.30
O 4.64 1.62 -0.65 -0.10
H 4.59 -0.81 -1.61 0.07
H 3.56 -0.58 -2.95 0.10
H 2.96 -0.70 -1.27 0.05
H 2.75 1.54 -1.30 0.07
H 4.14 1.81 -2.45 0.10
H 4.42 2.52 -0.38 0.07
C 2.48 -4.37 -0.26 -0.64
O 3.70 -3.76 -0.56 -0.11
N 1.68 -4.04 0.69 0.17
N 2.06 -5.46 -0.81 0.13
H 1.95 -3.11 1.13 0.08
H 0.77 -4.44 0.93 0.12
H 2.60 -5.79 -1.58 0.12
H 1.13 -5.87 -0.62 0.13
C 0.45 -0.36 -3.46 -0.18
O 0.66 -0.38 -4.84 -0.09
H 0.35 -1.30 -3.04 0.05
H -0.46 0.15 -3.08 0.06
H 1.35 0.13 -3.19 0.05
H 0.78 0.53 -5.15 0.08
C -2.86 -1.10 -2.90 -0.16
O -3.86 -0.43 -3.68 -0.12
H -2.35 -0.33 -2.35 0.03
H -2.09 -1.68 -3.47 0.10
H -3.22 -1.87 -2.20 0.07
H -4.50 -0.04 -3.05 0.06
C -2.97 -2.98 1.31 -0.19
O -3.22 -4.22 1.80 -0.05
H -2.02 -2.62 1.63 0.06
H -3.61 -2.36 1.77 0.02
H -3.05 -2.86 0.23 0.09
H -2.84 -4.91 1.30 0.06
C 3.85 2.34 2.86 -0.12
O 3.86 3.69 3.40 -0.14
H 2.99 1.74 3.08 0.04
H 4.66 1.74 3.29 0.09
H 4.06 2.42 1.83 0.05
H 3.36 4.33 2.82 0.08
C -0.88 -4.17 -1.55 -0.20
O 0.18 -4.10 -2.42 -0.08
H -0.70 -3.59 -0.64 0.04
H -0.90 -5.16 -1.20 0.06
H -1.86 -3.78 -1.95 0.10
H 0.89 -4.52 -1.98 0.00
C -0.80 -0.01 3.76 -0.24
O -0.36 -0.67 4.81 -0.05
H -0.14 0.30 2.97 0.05
H -1.08 0.95 4.14 0.08
H -1.66 -0.45 3.30 0.07
H -0.32 -1.60 4.53 0.09
C 0.28 3.01 -2.71 -0.14
O 0.38 4.24 -3.45 -0.14
H 0.85 3.16 -1.75 0.09
H 0.83 2.30 -3.39 0.08
H -0.68 2.59 -2.44 0.03
H 0.68 4.11 -4.40 0.11
C -4.19 0.09 1.35 -0.14
O -4.08 -0.25 -0.05 -0.12
H -4.95 0.94 1.37 0.10
H -3.29 0.44 1.80 0.05
H -4.68 -0.57 2.07 0.08
H -3.99 0.54 -0.56 0.01
```

Output
HOMO energy = -0.332 hartree
LUMO energy = -0.013 Ha
DFT total energy = -52408.8603 eV
Spin multiplicity = 1
Relative energy (zero: lowest compared OMol25 entry of this formula, charge and spin) = 385.87 kJ/mol
Kohn-Sham gap = 8.701 eV

***

Which value of LUMO energy does entry 1 give?
0.010 Ha